{
  "formula": "C35H42F10N6Pt",
  "method": "the ωB97M-V functional and the def2-TZVPD basis",
  "symbols": ["Pt", "C", "N", "C", "C", "N", "C", "C", "F", "C", "F", "C", "F", "C", "F", "C", "F", "C", "C", "N", "C", "C", "F", "C", "F", "C", "F", "C", "F", "C", "F", "H", "H", "H", "H", "H", "H", "H", "H", "H", "H", "H", "C", "C", "C", "C", "C", "C", "C", "C", "N", "C", "C", "C", "C", "H", "H", "H", "H", "H", "H", "H", "H", "H", "H", "H", "H", "H", "H", "H", "H", "H", "H", "C", "C", "N", "C", "C", "N", "C", "C", "H", "H", "H", "H", "H", "H", "H", "H", "H", "H", "H", "H", "H"],
  "xyz": [[-1.17033, -0.55404, 0.10442], [-0.43403, -4.03544, 0.43252], [-1.47533, -3.04624, 0.22932], [-2.40043, -3.03224, 1.35292], [-1.73623, -2.48614, 2.61662], [-0.91833, -1.32534, 2.32182], [-0.27363, -0.76374, 3.32722], [0.55017, 0.37946, 3.10652], [0.67697, 0.82446, 1.82662], [1.26907, 1.04276, 4.07472], [2.06267, 2.07586, 3.71572], [1.22737, 0.62676, 5.40082], [1.88997, 1.29616, 6.36952], [0.47807, -0.51094, 5.67932], [0.45537, -0.99494, 6.93562], [-0.23633, -1.17294, 4.70032], [-0.90213, -2.28074, 5.13202], [-2.16813, -3.29684, -1.02588], [-1.31303, -2.84794, -2.20318], [-0.98033, -1.44464, -2.07768], [-0.29913, -0.89104, -3.06948], [0.52867, -1.53324, -4.04358], [0.72097, -2.89024, -4.03768], [1.20717, -0.84504, -5.03208], [1.96297, -1.54074, -5.90898], [1.16427, 0.53916, -5.10938], [1.88657, 1.20526, -6.03918], [0.34037, 1.21906, -4.21008], [0.23537, 2.55956, -4.28648], [-0.38333, 0.51966, -3.27698], [-1.30863, 1.17626, -2.55508], [-0.85283, -5.04784, 0.53842], [0.13017, -3.80364, 1.32992], [0.24147, -4.03434, -0.41858], [-2.78633, -4.04554, 1.56122], [-3.24303, -2.39214, 1.08232], [-1.13113, -3.28094, 3.07132], [-2.53023, -2.24224, 3.33572], [-3.09393, -2.72174, -1.03528], [-2.41453, -4.36504, -1.14238], [-1.88773, -3.00244, -3.12708], [-0.42833, -3.49234, -2.27258], [-1.66503, 6.31916, -0.42748], [-1.07473, 4.93796, -0.43788], [0.23557, 4.73096, -0.83578], [0.76587, 3.44266, -0.85078], [2.20337, 3.26476, -1.26128], [-0.03283, 2.38126, -0.48938], [-1.38933, 2.53546, -0.09058], [-1.86143, 3.86716, -0.05968], [-2.06683, 1.40786, 0.19022], [-3.49503, 1.25056, 0.44662], [-4.43083, 2.46856, 0.45082], [-4.02273, 0.29956, -0.64588], [-3.63703, 0.60586, 1.83842], [-0.90453, 7.07336, -0.61888], [-2.12423, 6.52636, 0.53772], [-2.43773, 6.40446, -1.19318], [0.84777, 5.56976, -1.13218], [2.63087, 4.22036, -1.55528], [2.28667, 2.58856, -2.11028], [2.78667, 2.87396, -0.42838], [0.32277, 1.35426, -0.54028], [-2.85703, 4.10876, 0.24722], [-4.41963, 2.99426, -0.49938], [-4.19423, 3.14436, 1.26812], [-5.44583, 2.10716, 0.61702], [-3.99693, 0.80546, -1.60788], [-5.04333, -0.01114, -0.43278], [-3.36753, -0.57364, -0.71528], [-3.24743, 1.28216, 2.59722], [-3.06053, -0.31284, 1.87902], [-4.67973, 0.39406, 2.06602], [4.34247, 0.03086, -0.20368], [2.80487, 0.10536, -0.37258], [2.22107, -1.20684, -0.23818], [2.66977, -2.04724, -1.31738], [4.22087, -2.13354, -1.30718], [4.70117, -1.40654, -0.10308], [4.10137, -1.99654, 1.12152], [2.56757, -1.79314, 1.03152], [4.67187, 0.53256, 0.70822], [4.86817, 0.46906, -1.05408], [2.54007, 0.48966, -1.35668], [2.37337, 0.76216, 0.37842], [2.31037, -1.62804, -2.25698], [2.22357, -3.03494, -1.20958], [4.65597, -1.66554, -2.19308], [4.56647, -3.16814, -1.25488], [5.71817, -1.49364, -0.05008], [4.52367, -1.48774, 1.98842], [4.37227, -3.05354, 1.15662], [2.21547, -1.13524, 1.82162], [2.04647, -2.74414, 1.13172]],
  "lowdin_charge": [1.076, -0.071, -0.276, -0.201, -0.242, -0.065, -0.217, -0.157, 0.024, -0.151, 0.096, -0.153, 0.089, -0.155, 0.103, -0.123, 0.051, -0.202, -0.236, -0.058, -0.231, -0.156, 0.037, -0.164, 0.092, -0.153, 0.085, -0.151, 0.111, -0.156, 0.078, 0.104, 0.071, 0.069, 0.133, 0.105, 0.110, 0.124, 0.108, 0.131, 0.131, 0.091, -0.056, -0.290, -0.047, -0.275, -0.049, -0.056, -0.280, -0.001, -0.063, -0.608, -0.061, -0.058, -0.052, 0.069, 0.076, 0.080, 0.099, 0.075, 0.063, 0.064, 0.058, 0.071, 0.085, 0.079, 0.084, 0.085, 0.082, 0.016, 0.090, 0.019, 0.082, -0.051, -0.148, -0.141, -0.124, -0.051, -0.099, -0.052, -0.122, 0.139, 0.139, 0.117, 0.105, 0.114, 0.123, 0.139, 0.135, 0.193, 0.137, 0.135, 0.115, 0.112],
  "de_lowest_kj_mol": 202.1,
  "energy_ev": -76331.8290
}

{
  "formula": "C35H42N2O3",
  "method": "the ωB97M-V functional and the def2-TZVPD basis",
  "symbols": ["C", "C", "C", "C", "C", "C", "O", "C", "C", "C", "C", "C", "C", "C", "C", "H", "H", "H", "H", "H", "H", "H", "H", "H", "H", "H", "H", "H", "H", "H", "H", "H", "H", "H", "H", "H", "C", "O", "C", "C", "C", "C", "C", "C", "N", "C", "C", "C", "C", "C", "C", "N", "C", "C", "C", "C", "C", "O", "C", "C", "C", "H", "H", "H", "H", "H", "H", "H", "H", "H", "H", "H", "H", "H", "H", "H", "H", "H", "H", "H", "H", "H"],
  "xyz": [[3.29825, 0.50790, 4.67845], [2.32872, -0.49461, 4.06062], [2.70142, -0.70036, 2.58842], [2.45667, -1.83206, 4.79601], [0.87740, 0.01469, 4.16084], [-0.19852, -0.80674, 3.59962], [0.05285, -1.89756, 3.01896], [-1.57534, -0.32018, 3.71866], [-2.71734, -1.18738, 3.15405], [-4.06479, -0.50398, 3.36245], [-2.73226, -2.54376, 3.86518], [-2.50316, -1.41704, 1.65476], [-1.80291, 0.89666, 4.32800], [-0.75977, 1.66608, 4.84140], [0.55771, 1.21906, 4.75353], [3.07515, 0.66076, 5.74003], [4.32847, 0.14224, 4.60013], [3.24312, 1.47145, 4.16012], [2.04532, -1.45543, 2.14509], [2.57445, 0.23611, 2.03137], [3.74314, -1.03245, 2.48686], [1.79970, -2.57047, 4.32977], [3.49063, -2.19464, 4.75962], [2.15872, -1.71013, 5.84301], [-4.09178, 0.46297, 2.84823], [-4.87426, -1.12362, 2.96020], [-4.25798, -0.34692, 4.42926], [-1.78868, -3.06298, 3.68085], [-2.84541, -2.39520, 4.94442], [-3.56179, -3.16045, 3.50006], [-1.56276, -1.95195, 1.50052], [-3.32711, -2.00514, 1.23351], [-2.44710, -0.45369, 1.13651], [-2.81981, 1.27733, 4.41736], [-0.97585, 2.62078, 5.31583], [1.34610, 1.84685, 5.16767], [-4.78894, -9.86300, -1.63258], [-3.93031, -8.80953, -2.13997], [-2.91619, -8.40250, -1.33100], [-2.10590, -7.33379, -1.80756], [-1.09736, -6.87701, -0.99539], [-0.87422, -7.46506, 0.27989], [-1.63596, -8.52624, 0.75262], [-2.67045, -8.99738, -0.05599], [0.22390, -6.82380, 0.86040], [0.84642, -7.14581, 2.13017], [0.68928, -5.85021, 0.02608], [-0.06180, -5.86191, -1.17307], [0.21357, -5.13671, -2.33636], [1.13824, -4.07216, -2.36861], [1.48428, -3.17741, -1.33471], [2.54258, -2.40711, -1.73748], [3.16552, -1.38410, -0.92046], [2.92414, -2.75577, -3.03487], [2.05247, -3.78633, -3.46963], [2.26539, -4.42086, -4.67557], [3.36183, -3.98924, -5.47164], [3.64932, -4.54888, -6.67597], [2.78303, -5.61330, -7.13331], [4.22588, -2.94476, -5.02790], [4.01119, -2.33100, -3.79843], [-5.52746, -10.01599, -2.41818], [-4.21941, -10.78879, -1.45767], [-5.28244, -9.55646, -0.69721], [-2.28226, -6.87679, -2.77696], [-1.43837, -8.97792, 1.72134], [-3.30330, -9.81768, 0.29082], [0.28547, -7.95146, 2.60601], [1.88916, -7.45953, 1.98216], [0.86420, -6.26374, 2.78377], [1.55787, -5.25123, 0.28031], [-0.26381, -5.45290, -3.26438], [1.04925, -3.07135, -0.34632], [3.97187, -0.92437, -1.49654], [2.43676, -0.61307, -0.63425], [3.57622, -1.80678, 0.00707], [1.60502, -5.23294, -4.98659], [3.17965, -5.87345, -8.11341], [2.82727, -6.47963, -6.45613], [1.74017, -5.27184, -7.21726], [5.05146, -2.65472, -5.67407], [4.66435, -1.54451, -3.43118]],
  "lowdin_charge": [-0.087, -0.553, -0.084, -0.060, -0.115, -0.347, -0.140, -0.114, -0.558, -0.089, -0.062, -0.067, -0.086, -0.136, -0.088, 0.083, 0.077, 0.082, 0.054, 0.087, 0.072, 0.065, 0.072, 0.088, 0.081, 0.077, 0.082, 0.065, 0.086, 0.072, 0.056, 0.072, 0.084, 0.088, 0.077, 0.087, -0.059, -0.085, -0.244, 0.071, -0.110, -0.155, 0.010, -0.004, -0.056, 0.015, 0.073, -0.121, 0.104, -0.136, 0.052, -0.062, 0.009, -0.156, -0.114, 0.041, -0.253, -0.088, -0.062, 0.014, 0.006, 0.093, 0.096, 0.099, 0.127, 0.112, 0.103, 0.087, 0.106, 0.113, 0.148, 0.136, 0.152, 0.085, 0.111, 0.096, 0.106, 0.093, 0.096, 0.096, 0.121, 0.110],
  "energy_ev": -46096.4360
}

{
  "formula": "C35H42N2O7",
  "method": "the ωB97M-V functional and the def2-TZVPD basis",
  "symbols": ["C", "C", "N", "C", "C", "C", "C", "C", "C", "C", "C", "C", "N", "C", "C", "O", "C", "C", "C", "C", "C", "C", "C", "C", "O", "H", "H", "H", "H", "H", "H", "H", "H", "H", "H", "H", "H", "H", "H", "H", "H", "H", "H", "H", "H", "H", "H", "H", "H", "H", "C", "C", "O", "C", "C", "C", "O", "O", "C", "C", "C", "C", "C", "C", "O", "C", "C", "C", "O", "H", "H", "H", "H", "H", "H", "H", "H", "H", "H", "H", "H", "H", "H", "H", "H", "H"],
  "xyz": [[-1.65421, 2.30133, 8.23249], [-0.64465, 2.78257, 7.19651], [-1.10578, 2.60697, 5.82817], [-0.18458, 2.80058, 4.81690], [-0.55520, 3.40650, 3.59365], [0.34482, 3.46947, 2.55140], [1.64315, 2.89948, 2.64654], [2.58637, 3.03315, 1.59005], [3.57154, 2.04970, 1.30581], [3.33876, 0.65784, 1.51205], [4.32789, -0.27494, 1.25467], [5.61622, 0.14704, 0.86499], [6.65049, -0.76582, 0.60288], [7.78964, -0.73325, 1.52056], [8.94526, -1.58389, 1.00627], [8.53510, -2.84540, 0.47731], [7.49204, -2.73237, -0.49590], [6.25687, -2.07897, 0.10335], [5.86866, 1.52868, 0.69250], [4.84200, 2.44267, 0.80132], [1.98466, 2.26758, 3.87686], [1.12392, 2.27402, 4.95147], [-2.51805, 2.75689, 5.50650], [-3.35406, 2.09411, 6.59312], [-3.00743, 2.58816, 7.88933], [-1.51137, 1.21132, 8.36927], [-1.47824, 2.83797, 9.17493], [-0.40978, 3.84597, 7.39377], [0.26694, 2.20106, 7.34196], [-1.55389, 3.83185, 3.46398], [0.05234, 3.91791, 1.60522], [2.67574, 4.01177, 1.11476], [2.35715, 0.32825, 1.85833], [4.13872, -1.33750, 1.41053], [8.11863, 0.30441, 1.62537], [7.49701, -1.11328, 2.52094], [9.49042, -1.00845, 0.23589], [9.61610, -1.83715, 1.84050], [7.81704, -2.13237, -1.36992], [7.26269, -3.76783, -0.78861], [5.84137, -2.70909, 0.91257], [5.50207, -1.93697, -0.67824], [6.87656, 1.85035, 0.42232], [5.01182, 3.49862, 0.57852], [2.96535, 1.80265, 3.97295], [1.43078, 1.81416, 5.88852], [-2.80699, 3.82081, 5.40374], [-2.71810, 2.24821, 4.55493], [-4.41193, 2.36481, 6.47160], [-3.20844, 0.99665, 6.51963], [1.35534, 0.30792, -3.41241], [0.54202, 0.86501, -2.28051], [1.14004, 2.15241, -2.00536], [0.65832, 2.76078, -0.91201], [1.05803, 4.16667, -0.77388], [2.40167, 4.59243, -1.18150], [3.00162, 5.58903, -0.75808], [3.02040, 3.77216, -2.04639], [4.30224, 4.29736, -2.44077], [4.83367, 3.27571, -3.39542], [0.07338, 5.13605, -0.46330], [0.45102, 6.45251, -0.06198], [-0.48136, 7.43753, 0.13506], [-1.86035, 7.16177, -0.03393], [-2.70483, 8.22077, 0.11805], [-4.12389, 7.98915, -0.03457], [-2.27416, 5.84867, -0.37616], [-1.32589, 4.85501, -0.56597], [-0.05623, 2.17361, -0.10033], [0.94085, -0.64377, -3.74948], [1.36521, 0.99491, -4.26418], [2.39540, 0.15110, -3.10570], [-0.50628, 1.01829, -2.57167], [0.58021, 0.23695, -1.38123], [4.15978, 5.28032, -2.90805], [4.93247, 4.41637, -1.55244], [5.79553, 3.60259, -3.79349], [4.95440, 2.30733, -2.89758], [4.14140, 3.13881, -4.23258], [1.50763, 6.65949, 0.06124], [-0.18612, 8.44903, 0.40097], [-4.58193, 8.94683, 0.21574], [-4.35928, 7.71489, -1.07394], [-4.47159, 7.20715, 0.65692], [-3.33537, 5.62086, -0.50813], [-1.64155, 3.84258, -0.81770]],
  "lowdin_charge": [-0.184, -0.134, -0.085, -0.204, 0.012, 0.022, -0.194, 0.091, -0.198, 0.005, 0.000, -0.215, -0.109, -0.135, -0.185, -0.138, -0.182, -0.157, 0.002, 0.007, -0.014, -0.007, -0.147, -0.180, -0.135, 0.127, 0.130, 0.137, 0.105, 0.112, 0.096, 0.115, 0.130, 0.111, 0.120, 0.133, 0.127, 0.130, 0.133, 0.130, 0.127, 0.135, 0.120, 0.122, 0.119, 0.102, 0.134, 0.133, 0.130, 0.132, -0.076, -0.218, -0.011, -0.471, -0.059, -0.467, 0.021, -0.017, -0.234, -0.071, -0.193, -0.013, -0.005, -0.281, -0.107, -0.074, -0.027, -0.019, 0.045, 0.074, 0.081, 0.077, 0.130, 0.120, 0.131, 0.107, 0.075, 0.075, 0.083, 0.098, 0.115, 0.087, 0.094, 0.089, 0.098, 0.112],
  "energy_ev": -54285.5911
}

no.,Kohn-Sham gap (eV)
1,4.89
2,2.37
3,4.07